Density functional theory data (ωB97M-V with the def2-TZVPD basis set) for a molecular structure, C28H45BrFeN2P2 at a distorted geometry.

Element x y z (Å)
N  -5.129  -1.207  3.980
C  -4.336  -0.223  4.406
C  -3.953  0.888  3.657
C  -4.369  0.988  2.313
C  -5.303  0.016  1.883
C  -5.626  -1.035  2.741
C  -3.851  1.983  1.373
Fe  0.465  0.759  -0.856
P  2.727  0.501  -1.210
C  -3.708  1.757  0.021
C  -2.598  2.319  -0.783
C  -2.401  1.924  -2.127
C  -1.192  2.144  -2.749
C  -0.102  2.729  -2.054
C  -0.454  3.436  -0.872
C  -1.696  3.289  -0.278
Br  1.339  3.525  -3.206
H  -3.533  2.939  1.856
H  -4.207  0.873  -0.428
H  -3.301  1.588  4.144
H  -5.834  0.016  0.915
H  -3.945  -0.394  5.412
H  -6.304  -1.814  2.380
H  -3.207  1.425  -2.661
H  -1.959  3.968  0.548
H  -0.962  1.746  -3.738
H  0.315  4.047  -0.379
P  -0.310  -1.607  -0.436
C  3.056  2.071  -0.331
C  3.882  3.100  -1.107
H  3.532  1.844  0.634
H  2.059  2.471  -0.086
H  4.050  4.040  -0.538
H  4.876  2.699  -1.375
H  3.385  3.426  -2.036
C  2.551  0.394  -3.024
C  3.769  0.524  -3.928
H  1.788  1.136  -3.360
H  2.132  -0.642  -3.153
H  3.501  0.765  -4.963
H  4.431  1.299  -3.557
H  4.301  -0.426  -3.986
C  4.104  -0.650  -0.792
C  5.479  -0.074  -1.105
H  3.901  -1.576  -1.349
H  3.967  -0.894  0.273
H  6.302  -0.771  -0.954
H  5.539  0.244  -2.138
H  5.714  0.789  -0.495
C  0.630  -2.785  0.654
C  2.076  -3.154  0.356
H  0.010  -3.705  0.656
H  0.558  -2.351  1.663
H  2.259  -4.166  0.758
H  2.268  -3.150  -0.721
H  2.789  -2.473  0.843
C  -0.203  -2.458  -2.073
C  -1.278  -2.041  -3.071
H  -0.230  -3.532  -1.850
H  0.769  -2.208  -2.482
H  -1.150  -2.609  -4.015
H  -2.277  -2.268  -2.658
H  -1.268  -0.964  -3.340
C  -2.022  -2.091  0.106
C  -2.227  -2.639  1.528
H  -2.349  -2.838  -0.645
H  -2.637  -1.188  -0.012
H  -3.271  -2.982  1.642
H  -1.585  -3.514  1.725
H  -2.028  -1.883  2.308
C  -0.213  -0.696  4.390
C  0.691  0.156  3.459
C  0.297  0.518  2.091
N  0.186  0.709  0.940
H  -1.265  -0.424  4.398
H  0.165  -0.548  5.414
H  -0.123  -1.771  4.213
H  0.902  1.119  3.923
H  1.640  -0.409  3.320

Computed properties:
HOMO-LUMO gap (alpha / beta) = 7.098 / 7.032 eV
2S+1 = 5
HOMO energy (alpha / beta) = -13.75 / -13.88 eV
net charge = +2

Atom charges from the Löwdin analysis, given in e for atoms 1 to 2: number 1, N, carries 0.083; number 2, C, carries -0.148

=====

Density functional theory data (ωB97M-V with the def2-TZVPD basis set) for a molecular structure, C28H45BrN2P2Pd at a distorted geometry.

Element x y z (Å)
N  -2.677  -0.992  -6.211
C  -3.041  -1.915  -5.314
C  -2.458  -2.007  -4.044
C  -1.519  -1.018  -3.638
C  -1.116  -0.077  -4.629
C  -1.730  -0.107  -5.886
C  -1.222  -0.845  -2.234
Pd  0.091  0.236  -0.317
P  -0.170  1.268  1.608
C  -1.266  0.498  -1.710
C  -2.519  0.990  -1.044
C  -2.817  2.358  -1.081
C  -3.946  2.852  -0.434
C  -4.773  1.966  0.289
C  -4.525  0.581  0.259
C  -3.396  0.092  -0.416
Br  -6.140  2.615  1.302
H  -1.218  -1.725  -1.581
H  -0.797  1.265  -2.351
H  -2.817  -2.766  -3.357
H  -0.387  0.701  -4.411
H  -3.830  -2.607  -5.625
H  -1.448  0.624  -6.650
H  -2.138  3.016  -1.635
H  -3.184  -0.974  -0.412
H  -4.146  3.918  -0.462
H  -5.173  -0.108  0.782
P  2.334  -0.235  -0.455
C  -1.816  1.552  2.407
C  -2.026  2.774  3.305
H  -1.960  0.641  3.005
H  -2.567  1.526  1.608
H  -3.065  2.775  3.664
H  -1.381  2.734  4.194
H  -1.865  3.728  2.782
C  0.543  2.960  1.451
C  1.082  3.680  2.684
H  -0.284  3.540  1.013
H  1.318  2.895  0.672
H  1.497  4.641  2.353
H  0.301  3.916  3.416
H  1.891  3.139  3.187
C  0.684  0.283  2.902
C  0.667  0.781  4.342
H  1.714  0.156  2.557
H  0.211  -0.707  2.836
H  1.450  0.245  4.895
H  0.889  1.852  4.425
H  -0.286  0.577  4.848
C  3.150  -1.149  0.915
C  4.457  -1.872  0.594
H  2.392  -1.850  1.290
H  3.336  -0.407  1.706
H  4.292  -2.808  0.045
H  5.152  -1.244  0.020
H  4.950  -2.128  1.542
C  3.216  1.385  -0.503
C  2.666  2.343  -1.562
H  4.272  1.149  -0.698
H  3.155  1.812  0.509
H  3.018  2.064  -2.564
H  1.565  2.358  -1.587
H  3.012  3.365  -1.358
C  2.931  -0.995  -2.004
C  2.475  -2.430  -2.257
H  4.033  -0.929  -1.962
H  2.600  -0.338  -2.824
H  2.489  -2.613  -3.338
H  3.150  -3.158  -1.792
H  1.457  -2.614  -1.893
C  0.733  -5.391  1.849
C  -0.455  -4.420  1.792
C  -0.147  -3.216  1.042
N  0.092  -2.272  0.412
H  1.192  -5.523  0.862
H  0.421  -6.375  2.205
H  1.497  -5.018  2.540
H  -1.328  -4.897  1.325
H  -0.744  -4.117  2.807

Computed properties:
HOMO-LUMO gap (alpha / beta) = 6.080 / 4.944 eV
2S+1 = 5
HOMO energy (alpha / beta) = -19.34 / -20.03 eV
relative energy (zero: lowest compared OMol25 entry of this formula, charge and spin) = 0.0 kcal per mole
net charge = +4

Atom charges from the Löwdin analysis, given in e for atoms 1 to 2: number 1, N, carries 0.335; number 2, C, carries 0.019

=====

Number 1: energy -5723.22919 hartree. Number 2: energy -4586.33236 hartree.